The following is a quantum chemistry calculation of C2H5BrClN as an isolated structure at a distorted geometry, from the Open Molecules 2025 dataset.

Values from the calculation:
Frontier orbital gap ... 7.2 eV
Calculated total energy ... -3168.01192 Ha
Relative energy (zero: lowest compared OMol25 entry of this formula, charge and spin) ... 102.7 kcal/mol

Positions of all 10 atoms, in Å:
C  1.308  0.619  0.277
C  -1.869  -0.559  0.284
N  0.853  -0.613  -0.326
Cl  -2.999  -1.649  -0.370
Br  -2.332  1.224  -0.196
H  0.477  1.264  0.100
H  1.564  0.661  1.308
H  2.288  1.024  -0.256
H  0.397  -1.395  0.299
H  0.314  -0.576  -1.119